No. 1
55
Properties=species:S:1:pos:R:3:forces:R:3:lowdin_charge:R:1 method="wB97M-V/def2-TZVPD" de_lowest_kj_mol=0.0 s2=0.75 lumo_energy_ev="0.127 / -1.121" orbital_gap_ev="8.27 / 7.77" multiplicity=2 max_force_ev_per_a=2.58 energy_ev=-181840.584
Br 2.534305 -4.614342 -0.220322 -0.20 0.90 -0.25 0.828
Cu 0.614363 -1.766243 0.163434 -0.70 0.50 1.34 0.266
Cl -1.127650 -2.592172 2.193322 -0.27 0.37 -0.02 0.801
P -0.686375 0.185973 0.479391 0.49 0.53 0.51 1.065
F -1.694457 -3.223220 -0.953544 0.16 0.21 -0.42 0.158
F 1.886154 -0.237368 3.992027 -0.23 0.29 0.16 0.125
F 1.549697 -1.461012 2.075223 0.13 0.15 -0.17 -0.057
F 3.195042 -2.059378 3.548580 0.13 0.14 -0.11 0.129
F 3.430404 -0.121632 2.313079 0.14 0.15 -0.34 0.133
F -0.119443 -2.610081 -2.515026 -0.52 0.01 0.43 0.163
O 5.510707 -1.821230 -3.393268 -0.05 0.83 0.03 0.074
N 2.326246 -1.811584 -0.688840 2.43 -0.01 -0.87 -0.053
C 0.787028 3.417826 2.584285 -0.24 0.00 -0.26 -0.060
C 2.993378 -2.932123 -1.011059 0.67 0.48 -0.71 -0.658
C -3.221685 0.859970 1.508252 0.71 -0.13 0.01 -0.065
C -0.749154 0.856907 -3.522488 -0.14 -0.04 0.33 -0.066
C -2.779188 -0.364103 -2.968174 0.06 0.16 -0.04 -0.068
C -3.476502 -1.533887 2.884321 -0.51 0.72 -0.43 -0.096
C -0.722662 3.005419 0.252172 0.07 0.10 0.31 -0.115
C -2.159542 -0.089834 1.466606 -0.87 -0.32 0.27 -0.348
C 0.446845 2.113446 2.186718 0.24 0.00 -0.47 -0.055
C 4.507799 -1.729060 -2.484304 -0.38 -0.11 0.04 -0.281
C 0.380486 4.534890 1.829208 -0.31 -1.04 -0.62 -0.066
C -4.517805 -0.590137 2.906765 0.86 -0.27 0.01 -0.057
C 3.876248 -0.524782 -2.099153 0.10 -0.30 0.51 0.027
C -2.481610 -0.275952 -1.604913 0.79 0.41 -0.33 -0.089
C -4.379648 0.638360 2.242906 0.28 -0.52 -0.14 -0.069
C 2.863609 -0.632357 -1.151985 -0.82 -0.43 -0.16 -0.065
C -0.402263 4.300142 0.670110 0.31 0.03 0.44 -0.084
C -1.267653 0.322112 -1.201979 -0.58 0.93 -1.29 -0.395
C -2.302422 -1.295913 2.163863 -0.81 0.28 0.20 -0.583
C -1.917536 0.178709 -3.928363 0.32 -0.03 0.34 -0.071
C 4.073342 -2.936579 -1.904542 -0.36 0.58 0.32 -0.027
C -0.239958 1.895406 0.978499 -0.38 0.56 0.16 -0.325
C -0.431833 0.966402 -2.160184 -0.67 -0.93 -0.22 -0.095
B -0.573983 -2.557856 -1.249200 0.39 -0.50 -0.18 -0.662
B 2.573336 -0.939226 3.019344 -0.14 -0.76 0.15 -1.251
H 5.796882 -0.944573 -3.741415 -0.48 -0.83 0.53 0.138
H 1.389425 3.505769 3.489571 -0.23 0.22 -0.24 0.111
H -3.171965 -0.663941 -0.856941 0.23 -0.06 -0.23 0.114
H -0.064202 1.296107 -4.260062 -0.45 -0.20 0.28 0.108
H 0.757003 1.257825 2.803114 -0.01 0.42 -0.28 0.101
H -0.764253 5.137517 0.072991 0.09 -0.13 0.23 0.100
H -5.169829 1.386691 2.272426 0.19 -0.20 -0.02 0.108
H -1.398751 2.873635 -0.609979 0.64 0.05 0.42 0.107
H -5.413662 -0.836602 3.467091 0.06 0.13 -0.08 0.106
H 4.571268 -3.863409 -2.132153 0.10 -0.03 -0.10 0.109
H -3.585696 -2.485794 3.366624 -0.10 -0.20 0.27 0.096
H 2.365445 0.260704 -0.752017 0.28 -0.37 -0.27 0.121
H -3.080243 1.798696 0.949895 -0.14 -0.49 0.35 0.113
H 0.468606 1.505786 -1.841557 -0.37 -0.30 -0.13 0.106
H 0.655480 5.559010 2.092957 -0.09 -0.43 0.05 0.102
H -3.700562 -0.869110 -3.264989 0.30 0.19 -0.03 0.113
H 4.186746 0.473840 -2.464108 -0.17 -0.84 0.29 0.131
H -2.139311 0.052361 -4.992208 0.07 0.14 0.42 0.107

=====

No. 2
49
Properties=species:S:1:pos:R:3:forces:R:3:lowdin_charge:R:1 method="wB97M-V/def2-TZVPD" lumo_energy_ev="-8.086 / -8.087" orbital_gap_ev="6.00 / 6.00" multiplicity=1 max_force_ev_per_a=1.42 charge=+2 energy_ev=-187296.925
I -3.411743 -1.499744 2.190570 0.15 0.01 -0.26 1.009
I -3.158684 1.792782 1.141736 0.44 -0.24 0.04 0.992
Mo -0.775507 -0.509246 0.852783 -0.74 -0.85 -0.65 1.483
Br 4.803076 0.183543 5.252941 0.01 0.02 0.00 0.893
Br -0.817549 -0.017822 5.769695 0.05 -0.02 0.03 0.885
O -0.572040 -0.291889 2.651530 0.20 0.18 1.40 -0.439
N 1.421148 -0.220655 1.165669 -0.07 0.13 0.12 0.045
N -1.021952 0.074904 -0.923804 -0.06 0.36 -0.51 -0.196
C 1.703894 -0.100465 2.512175 0.00 -0.01 -0.24 -0.150
C 0.586235 -0.114909 3.342208 0.05 0.19 -0.35 -0.348
C 0.709981 -0.014986 4.693448 -0.25 0.04 0.21 -0.590
C 2.457589 -0.213685 0.315768 -0.11 -0.04 -0.04 -0.261
C -0.351438 2.397826 -1.033451 0.04 -0.06 0.05 -0.089
C 3.773233 -0.082591 0.784296 0.08 0.01 -0.03 0.025
C -1.032397 1.322680 -1.602864 0.02 -0.06 0.07 -0.359
C -0.301350 -2.581315 -3.426496 0.02 0.00 0.02 -0.020
C -1.837162 -2.212042 -1.148761 -0.09 0.09 0.04 -0.092
C -4.485530 0.162478 1.412485 0.08 0.02 0.08 -1.051
C -1.759000 1.486805 -2.776035 -0.09 -0.07 -0.08 -0.014
C 2.205267 -0.365768 -1.144642 0.06 0.04 0.03 -0.005
C 3.107064 0.083688 4.461072 0.07 0.00 0.04 -0.598
C -1.066906 -1.163753 -1.652909 -0.02 0.32 0.03 -0.319
C -1.774986 -3.474368 -1.745228 0.09 -0.11 -0.04 -0.040
C 1.997696 0.073561 5.259570 0.05 0.02 0.03 -0.122
C -1.010992 -3.658167 -2.876338 0.00 0.03 0.00 -0.026
C -0.382871 3.635431 -1.652204 -0.01 0.01 -0.04 -0.047
C -1.794129 2.731412 -3.382742 0.00 0.03 -0.01 -0.035
C 4.050950 0.021664 2.120128 0.02 -0.01 0.05 0.039
C 2.991696 0.007094 3.044310 0.05 0.01 -0.03 -0.168
C -0.308644 -1.347656 -2.818318 0.13 -0.08 -0.03 -0.046
C -1.103673 3.802794 -2.829527 -0.01 -0.01 0.02 -0.036
H -2.593124 -2.023849 -0.399317 -0.01 0.02 0.00 -0.001
H -5.253143 0.432967 2.127246 -0.01 0.02 0.01 -0.016
H 2.102608 0.129127 6.333739 -0.04 0.01 0.00 0.115
H 1.665825 -1.291800 -1.337936 0.01 -0.01 -0.01 0.080
H -2.362739 2.863853 -4.293157 0.00 0.01 0.01 0.123
H 0.265489 -2.716732 -4.338575 -0.03 -0.02 0.01 0.128
H -0.992062 -4.622136 -3.366978 0.01 0.01 0.01 0.126
H 3.142557 -0.399842 -1.693978 0.00 0.00 0.01 0.103
H 5.072174 0.107351 2.467882 -0.01 0.01 0.00 0.107
H 1.617808 0.472704 -1.522200 -0.02 -0.02 0.01 0.078
H -4.899149 -0.117235 0.453225 -0.04 0.01 -0.03 -0.017
H -2.310002 0.656350 -3.200480 0.04 0.01 -0.01 0.129
H 0.162817 4.466439 -1.225292 -0.02 -0.01 0.01 0.121
H 0.209666 2.250935 -0.117522 0.06 0.01 0.00 0.100
H 4.575972 -0.075167 0.060557 -0.03 -0.01 0.00 0.132
H -1.126681 4.769119 -3.315058 0.00 -0.01 0.00 0.122
H -2.370343 -4.286212 -1.350163 -0.02 0.03 0.01 0.125
H 0.251040 -0.523459 -3.239069 -0.03 0.00 0.01 0.127

=====

No. 3
58
Properties=species:S:1:pos:R:3:forces:R:3:lowdin_charge:R:1 method="wB97M-V/def2-TZVPD" de_lowest_kj_mol=97.8 s2=0.94 lumo_energy_ev="-1.382 / -1.897" orbital_gap_ev="6.05 / 5.77" multiplicity=2 max_force_ev_per_a=2.57 energy_ev=-140597.819
Ru 1.110237 -1.138102 -0.852467 -0.45 -0.06 -0.11 1.175
Br -4.562711 1.404615 3.064540 -0.07 -0.03 -0.02 0.744
S 2.502495 -5.578209 -1.177175 -0.09 0.14 0.02 0.559
S -0.096360 -1.223313 1.190194 -0.21 0.00 0.48 0.740
O -1.047284 -2.828882 -5.930254 0.06 -0.01 0.11 0.133
O 0.822046 -3.766299 -6.672959 0.01 0.04 -0.02 0.118
O 2.809234 -0.991553 0.212139 0.35 0.18 -0.12 -0.211
O -0.632279 -0.900895 -1.848843 -0.29 -0.09 -0.22 -0.191
O -1.752640 -1.492548 -3.687431 0.07 -0.07 0.03 0.075
N -1.914612 -2.774230 0.025983 0.02 0.00 -0.06 0.157
N 0.965898 3.760035 3.921333 0.84 -1.57 1.51 0.064
N 1.192786 -3.134835 -0.937433 -0.18 0.14 0.04 -0.110
N 2.731838 -1.855707 -3.523894 0.11 0.20 -0.01 0.064
N 1.173041 0.929363 -0.483961 -0.22 -0.06 0.10 -0.041
N 2.056756 3.076410 3.815671 -0.32 2.53 -0.31 0.078
N -2.595467 -0.634628 0.498117 0.03 0.04 -0.08 -0.014
N 1.670838 -1.328926 -2.906519 0.32 -0.31 -0.02 -0.022
C 3.332444 1.292095 2.996120 -0.54 0.59 0.07 0.006
C 3.552609 0.224179 2.145493 0.15 -0.50 -0.49 0.008
C 0.618468 -1.704291 -3.627396 -0.09 0.17 -0.14 -0.145
C -1.384066 3.963016 3.757039 0.06 -0.10 -0.07 -0.025
C 1.755704 -4.165220 -1.030485 0.09 -0.25 -0.08 -0.950
C 2.308986 2.236527 2.790096 0.15 -1.58 -0.66 -0.267
C -2.829721 2.102110 3.375213 0.10 0.06 0.00 -0.692
C 0.119802 3.029445 -0.179762 0.14 0.09 0.23 -0.014
C -1.746879 1.234665 3.416314 -0.06 0.05 0.09 -0.144
C 1.847885 1.104323 0.686296 0.13 0.08 -0.17 -0.207
C -0.471921 1.737013 3.597546 -0.04 0.01 0.22 -0.023
C 0.746219 3.194784 1.032348 -0.17 0.14 -0.29 0.016
C 2.390191 -2.519311 -4.636353 -0.01 -0.06 0.06 0.029
C -0.712602 -1.358474 -3.055736 0.15 0.16 0.01 -0.524
C 0.334260 1.851261 -0.904434 0.15 -0.15 -0.07 -0.097
C -1.660305 -1.562728 0.504157 0.16 -0.16 0.05 -0.787
C 1.620572 2.205440 1.518072 0.29 0.00 0.35 -0.095
C 0.256078 -3.078305 -5.865917 -0.06 0.02 -0.02 -0.491
C 2.771600 0.045894 1.002572 -0.06 0.23 0.45 -0.380
C 1.016339 -2.445357 -4.749911 0.07 -0.01 -0.03 -0.036
C -3.863783 -0.773632 -0.198524 0.01 0.00 0.07 -0.049
C -2.659657 3.466076 3.559755 -0.06 -0.06 0.01 -0.122
C -0.271001 3.114869 3.747067 -0.34 0.32 -0.91 -0.301
H -1.220201 5.021943 3.910366 0.00 -0.01 0.00 0.116
H -1.362491 -2.296456 -5.158197 -0.04 -0.01 -0.03 0.068
H -0.548445 3.783347 -0.571077 0.02 0.01 0.00 0.112
H -1.896589 0.169341 3.304217 0.02 -0.01 0.03 0.085
H -2.296314 0.273103 0.818942 -0.06 0.03 0.03 0.108
H -3.514471 4.128054 3.555031 0.00 0.00 -0.01 0.102
H -1.127906 -3.405199 -0.040601 0.02 -0.01 -0.02 0.088
H 3.907239 1.388674 3.908151 -0.03 -0.02 0.02 0.119
H 0.359762 1.046525 3.629988 -0.06 0.00 -0.03 0.113
H -4.437318 0.136539 -0.055181 0.01 0.01 0.00 0.077
H 0.571718 4.090850 1.611295 0.03 0.00 -0.07 0.116
H 3.110764 -3.012185 -5.266659 -0.01 0.04 -0.01 0.149
H 3.652198 -1.701690 -3.145710 0.01 -0.06 0.06 0.177
H -0.176052 1.650358 -1.837085 -0.08 -0.04 0.04 0.118
H 4.309972 -0.514072 2.375589 -0.04 -0.01 0.01 0.122
H -3.691189 -0.929839 -1.266318 -0.02 0.00 -0.01 0.092
H -4.439868 -1.602573 0.215882 0.01 -0.01 0.00 0.096
H -2.705846 -2.943393 -0.575242 -0.01 -0.01 0.01 0.113

=====

No. 4
44
Properties=species:S:1:pos:R:3:forces:R:3:lowdin_charge:R:1 method="wB97M-V/def2-TZVPD" lumo_energy_ev=-5.768 orbital_gap_ev=4.42 multiplicity=1 max_force_ev_per_a=1.30 charge=+1 energy_ev=-50670.985
Cl -0.199486 -3.646434 -5.250164 0.02 -0.05 -0.04 0.761
Cl 6.977206 0.854131 4.259670 0.00 -0.01 0.05 0.769
N -3.232767 1.259228 1.838257 -0.03 0.15 0.04 0.064
C 4.520020 1.826289 3.718701 -0.15 -0.18 -0.16 -0.069
C 0.139381 -0.236357 -3.230304 -0.03 -0.12 0.26 0.007
C -3.718600 -0.649500 -1.155575 -0.40 0.18 -0.19 -0.040
C -0.061692 -1.146356 -4.256724 0.06 -0.10 0.24 -0.069
C -2.066666 -0.380929 0.845639 0.35 0.44 0.62 -0.055
C 1.585643 0.065096 0.183110 -0.17 -0.21 0.25 -0.072
C 1.961903 1.042993 1.100340 -0.06 -0.43 -0.31 0.058
C 0.780899 0.308121 -0.917908 0.27 0.02 0.15 0.042
C -2.095317 0.479989 1.935739 -0.37 -0.58 -1.10 -0.097
C -5.615959 0.891430 -1.015500 0.37 0.25 0.70 -0.083
C -4.918546 -0.140277 -1.671237 0.53 -0.26 0.11 -0.092
C 5.219038 -0.172052 2.499273 -0.43 0.05 -0.14 -0.068
C 0.525980 -0.666101 -1.936495 -0.14 -0.34 -0.30 -0.215
C 4.025909 -0.151921 1.788370 0.24 0.30 0.17 0.012
C 0.478951 -2.975485 -2.730101 0.03 0.36 0.34 -0.069
C 5.478540 0.832726 3.445027 -0.69 0.11 -0.29 -0.645
C 3.335113 1.850958 2.996414 0.22 -0.06 -0.35 0.007
C -5.127291 1.438320 0.183633 -0.39 -0.10 -0.53 -0.019
C -3.220216 -0.120546 0.038062 -0.47 0.78 0.50 -0.194
C -3.941797 0.925610 0.691945 0.66 -0.59 -0.07 -0.214
C 0.091837 -2.520410 -4.000396 0.09 0.67 0.42 -0.649
C 3.081977 0.898587 1.971980 0.35 -0.16 0.55 -0.206
C 0.695630 -2.057230 -1.706456 0.01 0.01 -0.47 0.002
H -3.518121 1.966627 2.505654 0.14 -0.33 -0.26 0.158
H -1.401897 0.579711 2.766804 -0.29 -0.02 -0.22 0.110
H -5.636629 2.237109 0.722309 -0.06 -0.18 -0.28 0.111
H 4.725242 2.575781 4.478425 -0.04 -0.16 -0.14 0.118
H -5.326196 -0.546809 -2.598386 0.15 0.11 0.28 0.101
H 0.995083 -2.409474 -0.717885 -0.16 -0.01 -0.35 0.119
H 3.843218 -0.920918 1.038158 0.19 0.25 0.22 0.117
H 1.976214 -0.946883 0.316061 0.04 0.48 -0.16 0.105
H -6.545410 1.269041 -1.443821 0.29 -0.11 0.16 0.104
H -3.150548 -1.445591 -1.642467 -0.36 0.18 -0.05 0.106
H 0.611015 -4.040624 -2.557966 -0.08 0.22 -0.03 0.118
H 0.029335 0.835270 -3.403224 -0.06 -0.31 -0.07 0.130
H 1.396459 1.976748 1.124520 0.20 -0.09 -0.04 0.141
H 5.957585 -0.948106 2.315735 -0.14 0.17 0.07 0.119
H -0.337657 -0.808212 -5.251176 0.02 -0.09 0.18 0.118
H -1.322326 -1.131509 0.618140 0.00 0.06 0.24 0.087
H 2.586602 2.622935 3.181456 0.29 -0.12 0.00 0.128
H 0.418340 1.325024 -1.077638 0.01 -0.19 -0.01 0.142